Entry 1:
Density functional theory data (the ωB97M-V functional and the def2-TZVPD basis) for a cluster of 2 separate species, C4H9O3 in total at a distorted geometry.

## Properties
Energy relative to the best compared isomer or geometry (same formula, charge and spin) ... 1.5351 eV
Molecular weight ... 105.1 g mol⁻¹
Net charge ... -1
Kohn-Sham gap ... 7.43 eV
E ... -10436.930 eV

Positions of all 16 atoms, in Å:
O (-1.81138, 0.24484, 1.76980)
H (3.09585, 1.02814, 0.10090)
H (-1.77172, 1.96864, 2.81835)
H (0.37878, 0.99787, -0.02140)
H (2.99810, -0.37057, -0.87146)
H (-1.10934, 2.16947, 1.27523)
C (2.51805, 0.56985, -0.69709)
C (1.09238, 0.19720, -0.12983)
H (1.31051, -0.10132, 0.89662)
H (2.28445, 1.15850, -1.56602)
C (0.33324, -0.89277, -0.90904)
O (0.19828, -1.99962, -0.37553)
H (-2.78420, 2.09075, 1.24097)
H (-2.19474, -0.00984, 0.91508)
O (-0.14046, -0.45830, -2.00362)
C (-1.93225, 1.65670, 1.79801)

---

Entry 2:
Density functional theory data (the ωB97M-V functional and the def2-TZVPD basis) for a structure of composition F10H2N5NaO21S10 at a distorted geometry.

## Properties
Molecular weight ... 941.7 g mol⁻¹
Net charge ... -4
Kohn-Sham gap ... 7.72 eV
E ... -190421.645 eV

Positions of all 49 atoms, in Å:
O (-1.17373, -0.71299, -2.22092)
F (1.29197, 2.15788, -3.31404)
F (-1.50389, 2.60184, 1.52311)
S (-3.97643, -1.13086, -3.20605)
O (0.78939, 6.12247, -1.54017)
Na (-0.11828, 0.33171, -0.00206)
H (-1.06538, 0.21291, 2.73011)
O (0.68948, -1.95650, -0.02428)
O (4.09684, 0.22915, 0.32182)
S (-2.86969, 1.79786, 1.23605)
O (-4.06237, -0.04716, -2.27931)
O (-4.68543, -0.23666, 0.92476)
O (-2.94304, -1.73162, 0.05691)
S (4.27210, -0.59036, 3.22512)
O (-0.45281, 4.67314, -0.02608)
O (-1.36152, -2.81542, -3.36609)
H (0.19878, 0.99113, 3.07707)
S (-3.32855, -0.67385, 0.89962)
O (3.15390, -1.42528, 3.50429)
F (-1.54987, 5.68273, -1.86618)
S (3.29250, 0.71045, 1.38374)
S (2.80321, -4.10567, 0.80290)
N (1.50908, -4.37678, -0.13647)
N (3.98953, 0.93411, 2.89324)
O (5.36743, -1.18796, 2.51883)
S (1.31637, 3.16495, -2.07635)
O (1.19305, 2.25645, -0.97820)
F (3.79886, -5.02203, -0.08808)
F (-0.52603, -0.90856, -4.49943)
F (4.87415, -0.38277, 4.72565)
O (2.54752, 3.85058, -2.27235)
F (-0.78662, -3.79073, -0.32741)
O (-0.36644, 0.28274, 3.39678)
F (-5.31112, -0.86953, -4.09821)
O (-3.69830, 2.14911, 2.34026)
N (-0.06747, 3.93505, -2.49499)
O (-4.19706, -2.46405, -2.75733)
F (3.21425, 2.28459, 1.11023)
O (2.85039, -4.77257, 2.06449)
N (-2.10247, 0.42077, 1.23343)
O (1.90244, 0.36967, 1.40383)
F (-3.16434, -1.36579, 2.35212)
O (0.10287, -3.54134, 1.79689)
S (-0.15277, 5.05047, -1.36719)
S (-1.57850, -1.40660, -3.39788)
O (-3.23738, 2.32383, -0.03479)
O (3.38148, -2.81074, 0.73013)
N (-2.87312, -0.91254, -4.33002)
S (0.51705, -3.29520, 0.45249)

---

Entry 3:
Density functional theory data (the ωB97M-V functional and the def2-TZVPD basis) for a structure of composition C26H66F6O13 at a distorted geometry.

## Properties
Energy relative to the best compared isomer or geometry (same formula, charge and spin) ... 22.8451 eV
Molecular weight ... 700.8 g mol⁻¹
Net charge ... -2
Kohn-Sham gap ... 4.14 eV
E ... -70929.519 eV

Positions of all 111 atoms, in Å:
O (-0.53964, -1.79793, 2.90904)
H (0.84196, -1.59399, -2.74207)
C (-4.88678, 0.30547, -3.82700)
H (-0.97093, -0.09690, 3.82227)
C (3.41042, -5.46519, 1.57712)
H (-2.92166, -1.28831, 5.31277)
H (1.11397, 0.66440, -1.77601)
H (0.96859, -1.22438, 2.75875)
C (1.81870, 3.19617, -0.94459)
H (-3.84873, -0.13140, -1.90967)
C (1.88370, 3.90463, 0.36663)
C (-2.31382, -1.72467, -0.43505)
H (-4.21225, -2.08130, 0.58400)
H (-1.73682, -1.43294, 0.44249)
H (-0.02291, -1.24779, 2.31580)
H (-3.76813, 1.67183, 4.00144)
H (-3.17688, -3.50607, 0.53951)
H (-0.71064, 0.91137, -2.63823)
H (1.36797, -5.59350, 2.24704)
H (2.22355, -3.68917, 4.14462)
F (3.57251, -6.67155, 1.11201)
H (2.26445, -2.76764, 1.27897)
H (4.45366, -2.34635, -0.12372)
O (4.31378, 2.35626, -1.34267)
H (-1.98146, 4.14591, -4.66630)
C (2.86696, -0.23068, -2.86367)
C (-1.63088, 1.21903, -2.14163)
H (-5.68105, 3.11140, 2.68153)
H (-4.20212, -2.84997, -0.80995)
H (-2.14308, 1.68147, -3.71408)
C (-0.28895, -0.04532, 1.17041)
C (-3.48525, -2.62339, -0.02073)
H (-3.72154, 3.34077, 3.41684)
H (3.53330, 0.63278, -0.70333)
H (2.31382, -0.21431, -0.80927)
C (3.76818, 1.62928, -0.32927)
H (-1.08228, 2.21746, -0.35175)
H (-2.88621, 2.95198, -5.57609)
H (-6.28432, -1.01449, -3.55829)
H (5.26269, 2.23956, -1.25574)
H (4.94370, 2.48291, 1.39951)
H (2.55152, -1.24270, 3.39851)
H (-2.22487, 1.48800, 2.21538)
H (4.31981, 0.87279, 1.59792)
H (-2.54300, 0.65229, -2.32851)
H (4.94028, -0.77130, 0.38020)
H (-2.42072, -2.70549, 4.41444)
H (1.02743, 3.63682, 0.98564)
C (-4.46321, 0.64280, -2.36915)
H (-5.54753, 1.10807, -4.15465)
C (-1.48347, -1.03773, 3.62171)
C (-1.88767, 3.21669, -5.22832)
C (4.07444, -1.33702, 0.03614)
H (2.41824, -0.12745, 0.77470)
C (-2.06603, -1.76370, 4.83318)
H (-0.42405, 2.31989, -3.88356)
O (0.07129, -1.41816, 1.13362)
H (-5.34392, 0.52796, -1.73727)
C (-1.38697, 1.20099, -0.60084)
H (0.68088, -3.70040, 3.48855)
C (4.76952, 1.54686, 0.86888)
H (1.08782, -1.48086, 4.44472)
H (-1.84539, 2.22450, -2.50374)
H (2.51875, -0.12395, -3.89103)
H (-1.25353, 0.14203, 1.64222)
O (2.07775, -2.13730, 0.57939)
H (-1.38676, -2.06006, 5.63247)
H (-3.11972, 2.41505, 1.07805)
H (3.62547, 3.04336, -1.43882)
C (1.79543, -0.18628, -1.76769)
F (0.37140, 2.39321, 1.87402)
F (3.93976, -5.35611, 2.79300)
H (5.70913, 1.14775, 0.48687)
O (-1.60668, -2.47759, -1.33604)
H (-4.02123, 0.27551, -4.48883)
H (2.83670, 3.71049, 0.85879)
H (0.94635, 3.53722, -1.50206)
O (-1.13052, 3.51607, -6.37829)
H (-3.62525, 0.79353, 1.50799)
C (1.91914, -4.94960, 1.56168)
O (-5.38850, -1.01351, -3.90339)
O (1.11337, -1.43744, -1.83464)
F (4.29016, -4.68858, 0.91159)
O (-5.36997, 2.25872, 2.99418)
H (3.59076, -1.02723, -2.69129)
O (-0.39294, 0.24512, -0.23717)
H (-2.39883, 1.13446, -0.20109)
C (-1.35174, 2.03066, -4.37736)
C (-3.97707, 2.31599, 3.14733)
C (2.93335, -1.06954, 0.96244)
H (-0.19212, 3.39572, -6.21544)
C (-3.24480, 1.72977, 1.91641)
H (1.85507, 4.97402, 0.15761)
F (1.85056, 1.18248, 0.94170)
H (-1.06446, 1.22706, -5.05543)
H (3.82111, -1.04334, -0.98253)
C (1.58187, -1.72897, 3.50533)
O (1.09907, -4.93847, 0.45227)
H (-2.34935, -0.88243, 2.97810)
O (2.09625, -3.55783, 2.02020)
H (2.82061, 2.05247, 0.00409)
C (0.73904, 1.10867, 1.73509)
F (1.17779, 0.78991, 2.99169)
H (-2.55214, -0.78023, -0.92428)
C (1.64761, -3.21660, 3.34896)
H (3.60572, 0.56581, -2.77462)
H (-2.05894, -2.46382, -2.18272)
H (-4.07059, 1.65487, -2.27087)
O (2.90953, 3.61360, -1.72841)
H (3.27098, -1.11376, 1.99789)
H (1.68254, 2.12119, -0.82631)

---

Entry 4:
Density functional theory data (the ωB97M-V functional and the def2-TZVPD basis) for a structure of composition C4H8O at a distorted geometry.

## Properties
Energy relative to the best compared isomer or geometry (same formula, charge and spin) ... 3.9015 eV
Molecular weight ... 72.1 g mol⁻¹
Net charge ... 0
Kohn-Sham gap ... 9.75 eV
E ... -6321.266 eV

Positions of all 13 atoms, in Å:
H (-1.81071, -0.04783, 0.99433)
H (-1.42136, -1.01912, -0.97452)
C (-0.87051, -0.63771, -0.11756)
C (0.30056, 0.30235, -0.28260)
H (2.41595, 0.54628, -0.12957)
H (1.88097, -1.02931, -0.77377)
O (-0.08658, 1.23764, 0.73362)
H (0.19974, 0.77673, -1.27074)
H (-1.89338, 1.37385, -0.28207)
C (1.67139, -0.24598, -0.03953)
C (-1.44397, 0.88926, 0.58370)
H (-0.66593, -1.47246, 0.59146)
H (1.72383, -0.67369, 0.96725)

---

Entry 5:
Density functional theory data (the ωB97M-V functional and the def2-TZVPD basis) for the ion C6H10NO with charge -1 at a distorted geometry.

## Properties
Energy relative to the best compared isomer or geometry (same formula, charge and spin) ... 1.7084 eV
SMILES ... C=N/C=C/CCC[O-]
Molecular weight ... 112.2 g mol⁻¹
Net charge ... -1
Kohn-Sham gap ... 5.40 eV
E ... -9918.334 eV

Positions of all 18 atoms, in Å:
C (0.59442, 1.34461, -1.57785)
H (-2.80930, -1.29884, 3.28076)
H (0.30625, 1.42540, -2.64578)
H (-1.31060, 0.16233, -1.38902)
H (0.43027, 2.31600, -0.93391)
H (-1.56568, -2.18165, 4.01462)
H (2.32884, 0.63156, -0.38909)
C (-0.20384, 0.08239, -1.11420)
N (-0.95400, -1.25024, 2.20397)
C (-0.08747, -0.50067, 0.21632)
C (-1.74481, -1.52018, 3.20294)
H (0.20840, -0.85168, -1.73974)
C (2.14816, 1.04847, -1.44619)
H (-2.14849, -0.33028, 0.64315)
H (0.75598, -0.93554, 0.77317)
C (-1.22235, -0.61974, 0.94232)
H (2.48467, 0.32641, -2.23709)
O (2.78954, 2.15163, -1.80437)

---

Entry 6:
Density functional theory data (the ωB97M-V functional and the def2-TZVPD basis) for a structure of composition C6H12IrN2OP at a distorted geometry.

## Properties
Energy relative to the best compared isomer or geometry (same formula, charge and spin) ... 2.1505 eV
Multiplicity ... 5
Molecular weight ... 351.4 g mol⁻¹
Net charge ... 0
Kohn-Sham gap (spin up / spin down) ... 3.46 / 6.06 eV
E ... -23562.583 eV

Positions of all 23 atoms, in Å:
N (1.12070, 0.53107, 3.27245)
Ir (-0.14841, -1.81179, 0.48405)
C (-0.25692, 2.60411, -1.88466)
H (-2.21033, 1.62903, -2.59323)
H (-1.13128, -3.61210, -1.86765)
H (-0.60528, 3.64908, -1.67970)
H (1.90762, 0.09866, -1.89799)
H (2.00655, 0.34119, 2.83350)
H (-0.72357, -0.64189, -2.13459)
H (-0.28555, -4.61934, -0.06736)
O (0.01033, -0.28593, 1.47328)
C (1.09323, 2.23049, -2.14711)
N (-1.15512, 0.13334, 3.37666)
H (-1.97328, -0.30589, 2.95568)
C (-0.34477, 0.38465, -2.20899)
P (-0.16729, -3.41868, -0.78620)
H (1.95843, 2.88247, -2.21795)
C (1.08894, 0.79841, -2.13384)
C (0.00591, 0.07692, 2.66176)
H (1.01420, -3.59870, -1.65538)
H (-1.14319, 0.50607, 4.33205)
C (-1.13072, 1.57997, -2.36941)
H (1.06981, 0.84886, 4.25465)

---

Q: Which value of E does entry 2 give?
A: -190421.645 eV